Below is C18H52ClInN2O12 as an isolated structure at a distorted geometry, with properties calculated with ωB97M-V/def2-TZVPD.

Values from the calculation:
E_HOMO   -0.520 Eh
Gap between HOMO and LUMO   3.9 eV
Maximum force   0.0534 Eh/bohr
Molecular weight   638.89 u
Net charge   +2

Each line ends with the Mulliken charge.
Atoms and positions in Å:
In1 -0.074 1.064 0.107  1.61
Cl1 -0.789 -1.932 1.697  -0.19
C1 -1.217 -5.486 -3.224  -1.59
C2 -1.653 -4.298 -2.354  0.85
C3 -3.007 -4.462 -1.626  -1.04
O1 -3.324 -3.249 -0.825  -0.27
C4 -4.603 -3.291 -0.153  -0.84
N1 -0.638 -3.997 -1.354  -0.42
H1 -1.293 -6.435 -2.693  0.40
H2 -0.173 -5.393 -3.522  0.38
H3 -1.835 -5.729 -4.088  0.40
H4 -1.846 -3.392 -2.928  -0.13
H5 -2.898 -5.347 -1.000  0.34
H6 -3.782 -4.616 -2.376  0.56
H7 -4.954 -2.279 0.049  0.25
H8 -4.631 -3.834 0.791  0.30
H9 -5.346 -3.811 -0.758  0.37
H10 -0.387 -4.880 -0.934  0.27
H11 -1.044 -3.525 -0.558  0.08
C5 3.671 -2.177 0.617  -1.60
C6 3.271 -1.051 1.600  0.38
C7 4.306 -0.634 2.649  -1.00
O2 3.621 0.059 3.652  -0.29
C8 4.355 0.543 4.714  -0.96
N2 2.899 -0.036 0.667  -0.07
H12 3.896 -3.063 1.212  0.46
H13 4.557 -1.932 0.032  0.46
H14 2.889 -2.365 -0.119  0.26
H15 2.300 -1.312 2.022  0.21
H16 5.191 -0.165 2.219  0.39
H17 4.695 -1.502 3.180  0.53
H18 3.822 1.105 5.481  0.28
H19 5.106 1.242 4.346  0.39
H20 4.847 -0.262 5.261  0.33
H21 3.554 -0.252 -0.070  0.21
H22 3.360 0.767 1.072  0.11
C9 2.278 -0.408 -2.824  -0.61
C10 1.164 -1.388 -2.747  -0.48
O3 0.750 -1.549 -1.429  -0.01
O4 1.844 0.813 -2.151  -0.43
H23 2.410 -0.256 -3.895  0.38
H24 3.162 -0.835 -2.350  0.33
H25 1.514 -2.299 -3.232  0.41
H26 0.267 -1.064 -3.276  0.29
H27 0.364 -2.428 -1.410  0.15
H28 2.651 1.329 -2.093  0.16
C11 -3.704 2.449 0.482  -0.33
C12 -3.452 1.971 1.977  -0.72
O5 -2.552 0.879 1.975  -0.25
O6 -2.545 2.955 -0.169  -0.25
H29 -4.479 3.215 0.467  0.53
H30 -4.154 1.600 -0.033  -0.03
H31 -4.357 1.520 2.383  0.62
H32 -3.165 2.779 2.650  0.16
H33 -3.032 0.195 2.449  0.21
H34 -2.689 3.833 -0.529  0.18
C13 -2.613 0.939 -2.805  -0.78
C14 -2.942 -0.410 -2.234  0.15
O7 -2.596 -0.478 -0.816  0.16
O8 -1.310 1.357 -2.648  -0.29
H35 -3.197 1.761 -2.390  0.24
H36 -2.908 0.902 -3.854  0.46
H37 -2.269 -1.178 -2.617  -0.34
H38 -3.969 -0.722 -2.420  0.40
H39 -2.770 -1.354 -0.464  0.03
H40 -1.016 1.912 -3.374  0.16
C15 -0.273 3.088 3.395  -0.64
C16 1.116 2.430 3.597  -0.50
O9 1.150 1.197 2.869  -0.19
O10 -0.432 3.408 2.019  -0.38
H41 -0.244 4.035 3.935  0.49
H42 -1.030 2.411 3.790  0.20
H43 1.319 2.303 4.661  0.38
H44 1.977 3.002 3.250  0.30
H45 1.912 0.721 3.207  0.26
H46 -0.905 4.238 2.115  0.19
C17 2.059 4.415 -0.046  -0.72
C18 1.270 4.636 -1.365  -0.49
O11 0.081 3.845 -1.359  -0.31
O12 2.394 3.009 0.001  -0.30
H47 1.538 4.839 0.813  0.16
H48 2.981 4.977 -0.193  0.45
H49 1.861 4.285 -2.211  0.22
H50 0.984 5.663 -1.590  0.49
H51 -0.540 4.368 -1.871  0.21
H52 3.254 3.017 -0.426  0.24